[1]
11
Properties=species:S:1:pos:R:3:forces:R:3:nbo_charge:R:1 method="wB97M-V/def2-TZVPD" energy_ha=-675.90316 homo_lumo_gap_ha="0.21596 / 0.26499" homo_energy_ev="-6.8939 / -7.7269" charge=0 e_above_lowest_kcal_mol=42.6
C 0.1334 1.3873 -0.0920 -0.835 0.166 -0.216 -0.42
N 0.0178 -0.0518 0.0059 1.101 -2.295 -0.733 -1.24
Si 1.0437 -1.0875 -0.9960 -1.788 1.467 1.500 0.94
Si -1.1514 -1.0841 0.8238 0.767 0.757 -1.130 0.81
H 0.0836 1.6419 -1.1857 0.437 0.426 1.159 0.19
H -0.7668 1.7805 0.4068 0.237 0.306 -0.283 0.20
H 1.0090 1.7801 0.4806 -0.421 -0.209 -0.805 0.20
H 0.5809 -2.3633 -1.5368 0.123 -0.039 0.035 -0.12
H 2.3363 -0.5879 -0.6414 1.295 -0.463 -0.203 -0.18
H -0.9869 -1.1515 2.2812 0.155 -0.040 0.306 -0.18
H -2.2995 -0.2637 0.4537 -1.070 -0.075 0.369 -0.22

***

[2]
10
Properties=species:S:1:pos:R:3:forces:R:3:nbo_charge:R:1 method="wB97M-V/def2-TZVPD" energy_ha=-192.61340 homo_lumo_gap_ha="0.15242 / 0.46612" multiplicity=2 homo_energy_ev="-3.5774 / -12.4322" charge=0 e_above_lowest_kcal_mol=4.8
O -0.9111 -1.5871 0.1277 -0.157 -0.591 0.417 -0.98
H -1.7102 -2.0781 0.3733 -0.068 0.260 0.155 0.49
H -0.5926 -2.0101 -0.6725 0.211 -0.102 -0.440 0.48
H -0.5217 -0.1579 0.1574 -0.149 0.973 -0.494 0.50
C 1.2779 0.9741 0.0547 0.278 -0.092 -0.120 -0.36
O -0.1541 0.7654 -0.1926 0.769 -1.547 0.283 -0.92
H 1.8144 0.7092 -0.8513 -0.023 0.189 -0.035 0.19
H 1.3935 2.0151 0.3184 0.074 0.261 -0.051 0.21
H 1.6335 0.3480 0.8662 -0.293 -0.045 0.111 0.20
H -0.7732 1.5836 -0.2219 -0.643 0.695 0.174 0.19

***

[3]
11
Properties=species:S:1:pos:R:3:forces:R:3:nbo_charge:R:1 method="wB97M-V/def2-TZVPD" energy_ha=-268.02628 homo_lumo_gap_ha=0.30179 homo_energy_ev=-3.6480 charge=-1 e_above_lowest_kcal_mol=8.2
C -0.0202 -1.1989 -0.8906 -0.389 0.356 -0.169 -0.21
O 0.6233 -1.1657 0.2968 0.350 0.026 0.559 -0.90
H -0.4877 -2.1793 -1.1050 0.161 -0.126 -0.350 0.11
H -0.8627 -0.4830 -0.9674 -0.252 0.100 0.110 0.11
H 0.6299 -0.8930 -1.7365 0.086 -0.388 -0.284 0.10
H 0.0547 -0.4052 1.1963 0.441 0.035 0.188 0.49
H 0.2338 0.7942 2.4482 0.286 -0.166 -0.211 0.44
O -0.4055 0.2597 1.9752 -0.745 0.275 -0.096 -1.11
H -0.3616 1.6957 0.2237 0.313 0.330 0.058 0.50
H 0.4700 1.4026 -0.9562 0.167 0.143 -0.048 0.47
O 0.1261 2.1729 -0.4845 -0.417 -0.585 0.244 -0.98

***

[4]
11
Properties=species:S:1:pos:R:3:forces:R:3:nbo_charge:R:1 method="wB97M-V/def2-TZVPD" energy_ha=-268.02162 homo_lumo_gap_ha=0.29155 homo_energy_ev=-3.3443 charge=-1 e_above_lowest_kcal_mol=11.2
C 0.5562 -1.1660 -0.6587 0.494 0.908 0.846 -0.23
O 0.8153 -0.0946 0.2305 -0.196 -1.005 -0.895 -1.00
H 0.6279 -2.1544 -0.1562 0.005 0.041 -0.051 0.11
H -0.4515 -1.1377 -1.1220 0.099 0.108 0.000 0.12
H 1.2995 -1.1884 -1.4792 -0.144 -0.092 -0.100 0.11
H -0.1605 -0.4036 1.4938 -0.492 0.461 -0.169 0.51
H -0.4311 0.8584 2.1018 -0.389 0.059 0.271 0.45
O -0.8500 -0.0120 2.1506 0.656 -0.111 -0.012 -1.03
H -1.0788 1.8892 -0.4456 -0.275 0.068 -0.597 0.46
H 0.2256 1.4837 -0.8503 0.149 -0.614 -0.370 0.51
O -0.5528 1.9253 -1.2647 0.094 0.176 1.076 -1.00